DFT (ωB97M-V/def2-TZVPD) results for a structure of composition C47H59N5Rh in a non-equilibrium geometry.

CARTESIAN COORDINATES (ANGSTROEM)
Rh (-0.051, 0.440, -0.470)
C (-1.274, 2.709, 1.973)
N (-0.131, 1.833, 1.674)
C (-0.186, 0.705, 2.623)
C (1.163, 2.469, 1.860)
C (1.406, 3.309, 2.934)
C (2.689, 3.757, 3.214)
C (3.747, 3.310, 2.445)
C (3.514, 2.496, 1.346)
C (2.223, 2.111, 1.010)
N (1.901, 1.424, -0.196)
C (2.503, 1.132, -2.602)
C (3.679, 1.682, -3.366)
C (3.978, 1.362, -4.644)
C (3.199, 0.421, -5.346)
C (2.135, -0.198, -4.684)
C (1.795, 0.055, -3.384)
N (0.603, -0.573, -2.836)
C (0.743, -2.039, -2.871)
C (-0.572, -0.247, -3.673)
H (-1.402, 2.852, 3.052)
H (-2.186, 2.252, 1.593)
H (-1.158, 3.687, 1.515)
H (-0.200, 1.071, 3.657)
H (0.683, 0.070, 2.487)
H (-1.096, 0.126, 2.450)
H (0.593, 3.605, 3.585)
H (2.858, 4.425, 4.048)
H (4.760, 3.603, 2.686)
H (4.359, 2.169, 0.755)
H (4.274, 2.429, -2.854)
H (4.824, 1.832, -5.129)
H (3.409, 0.187, -6.379)
H (1.550, -0.917, -5.245)
H (1.066, -2.388, -3.857)
H (-0.221, -2.491, -2.658)
H (1.459, -2.383, -2.135)
H (-0.587, -0.827, -4.602)
H (-0.556, 0.804, -3.931)
H (-1.480, -0.486, -3.117)
C (-0.894, 3.743, -1.356)
C (-1.606, 2.485, -1.867)
C (-1.976, 2.701, -3.339)
C (-2.855, 2.125, -1.064)
C (-3.885, 3.055, -1.057)
C (-5.085, 2.805, -0.418)
C (-5.234, 1.630, 0.292)
C (-4.224, 0.678, 0.353)
C (-4.422, -0.488, 1.315)
C (-4.585, 0.040, 2.748)
C (-5.633, -1.347, 0.935)
C (-3.036, 0.893, -0.390)
N (-2.027, -0.096, -0.389)
C (-2.344, -1.335, -0.595)
C (-1.507, -2.483, -0.442)
C (-2.136, -3.704, -0.769)
C (-1.481, -4.905, -0.771)
C (-0.113, -4.928, -0.474)
C (0.537, -3.770, -0.133)
C (-0.121, -2.512, -0.043)
N (0.591, -1.395, 0.292)
C (1.765, -1.546, 1.072)
C (1.617, -2.155, 2.370)
C (2.737, -2.471, 3.116)
C (4.006, -2.159, 2.671)
C (4.134, -1.454, 1.497)
C (3.059, -1.104, 0.670)
C (3.606, -0.359, -0.578)
C (4.045, -1.329, -1.688)
C (2.951, 0.967, -1.100)
C (0.277, -2.393, 3.073)
C (-0.005, -3.863, 3.419)
C (0.242, -1.622, 4.406)
H (-0.114, 4.043, -2.060)
H (-0.434, 3.583, -0.382)
H (-1.589, 4.577, -1.263)
H (-0.884, 1.633, -1.774)
H (-2.567, 3.611, -3.442)
H (-2.569, 1.874, -3.729)
H (-1.085, 2.826, -3.957)
H (-3.752, 3.994, -1.580)
H (-5.890, 3.527, -0.464)
H (-6.158, 1.452, 0.826)
H (-3.540, -1.127, 1.309)
H (-5.491, 0.638, 2.841)
H (-3.734, 0.659, 3.038)
H (-4.657, -0.796, 3.444)
H (-6.549, -0.758, 0.970)
H (-5.739, -2.174, 1.638)
H (-5.539, -1.758, -0.072)
H (-3.346, -1.543, -0.978)
H (-3.188, -3.677, -1.033)
H (-2.005, -5.819, -1.015)
H (0.429, -5.864, -0.492)
H (1.595, -3.807, 0.084)
H (2.620, -2.966, 4.071)
H (4.879, -2.431, 3.248)
H (5.135, -1.170, 1.196)
H (4.554, 0.009, -0.186)
H (3.228, -1.658, -2.315)
H (4.519, -2.204, -1.245)
H (4.778, -0.839, -2.333)
H (1.248, 2.027, -0.703)
H (1.777, 1.977, -2.548)
H (3.758, 1.702, -1.045)
H (-0.536, -2.020, 2.449)
H (0.794, -4.270, 4.039)
H (-0.107, -4.487, 2.542)
H (-0.934, -3.923, 3.988)
H (0.894, -2.095, 5.140)
H (-0.771, -1.637, 4.811)
H (0.558, -0.586, 4.300)

Output
HOMO-LUMO gap (spin up / spin down) = 6.751 / 6.123 eV
strongest force on any atom = 1.86 eV Å⁻¹
spin multiplicity = 5
lowest unoccupied orbital energy (spin up / spin down) = -2.6652 / -4.0725 eV
total charge = +1
HOMO level (spin up / spin down) = -9.42 / -10.20 eV


DFT (ωB97M-V/def2-TZVPD) results for a structure of composition C47H61BBr2N5O5RbSSb2 in a non-equilibrium geometry.

CARTESIAN COORDINATES (ANGSTROEM)
Rb (-0.264, 1.135, 0.705)
C (-1.199, -5.181, -1.897)
C (-2.086, -4.670, -0.772)
N (-2.894, -3.530, -1.171)
C (-4.206, -3.844, -1.721)
C (-5.308, -3.802, -0.673)
C (-2.467, -2.241, -1.029)
S (-0.890, -1.946, -0.433)
N (-3.398, -1.347, -1.429)
C (-3.344, -0.051, -1.100)
O (-2.682, 0.511, -0.222)
C (-4.246, 0.849, -1.930)
C (-5.242, 0.347, -2.759)
C (-6.038, 1.210, -3.502)
C (-5.828, 2.582, -3.434)
C (-4.827, 3.087, -2.614)
C (-4.045, 2.223, -1.858)
H (-0.643, -6.067, -1.579)
H (-0.486, -4.405, -2.180)
H (-1.794, -5.449, -2.775)
H (-1.477, -4.383, 0.083)
H (-2.776, -5.455, -0.447)
H (-4.136, -4.845, -2.157)
H (-4.428, -3.146, -2.524)
H (-5.095, -4.490, 0.149)
H (-6.272, -4.081, -1.110)
H (-5.387, -2.793, -0.268)
H (-5.377, -0.727, -2.809)
H (-6.818, 0.811, -4.139)
H (-6.442, 3.255, -4.022)
H (-4.650, 4.155, -2.563)
H (-3.260, 2.596, -1.211)
C (-0.479, 2.623, 5.728)
Sb (0.359, 1.493, 4.091)
C (2.364, 1.857, 4.778)
C (0.005, -0.437, 5.154)
C (1.181, -1.018, 5.868)
C (1.505, -0.564, 7.149)
C (2.641, -0.989, 7.820)
C (3.494, -1.899, 7.210)
C (3.170, -2.384, 5.951)
C (2.021, -1.980, 5.268)
C (1.721, -2.587, 3.928)
Sb (2.003, -1.275, 2.199)
C (4.075, -0.941, 2.645)
C (2.400, -2.914, 0.874)
H (0.041, 2.377, 6.657)
H (-1.545, 2.408, 5.802)
H (-0.357, 3.685, 5.507)
H (2.547, 1.411, 5.756)
H (2.462, 2.944, 4.840)
H (3.088, 1.501, 4.047)
H (-0.401, -1.098, 4.391)
H (-0.797, -0.180, 5.850)
H (0.850, 0.168, 7.611)
H (2.865, -0.601, 8.807)
H (4.397, -2.233, 7.707)
H (3.820, -3.110, 5.474)
H (0.689, -2.941, 3.867)
H (2.380, -3.440, 3.750)
H (4.597, -1.900, 2.633)
H (4.171, -0.483, 3.630)
H (4.503, -0.272, 1.897)
H (3.041, -3.641, 1.379)
H (2.909, -2.507, -0.002)
H (1.465, -3.373, 0.553)
N (-2.458, -0.169, 2.691)
C (-3.685, 0.311, 3.337)
C (-4.031, 1.697, 2.824)
N (-3.005, 2.666, 3.205)
H (-2.549, -0.039, 1.684)
H (-2.340, -1.167, 2.826)
H (-3.529, 0.360, 4.419)
H (-4.548, -0.346, 3.153)
H (-4.985, 2.001, 3.262)
H (-4.179, 1.628, 1.736)
H (-3.189, 3.574, 2.795)
H (-2.106, 2.394, 2.817)
C (-0.462, 1.731, -3.033)
C (-0.220, 3.117, -2.491)
C (0.029, 4.208, -3.352)
C (0.268, 5.439, -2.824)
C (0.266, 5.629, -1.423)
C (0.542, 6.862, -0.777)
Br (0.925, 8.439, -1.792)
C (0.547, 6.944, 0.586)
C (0.262, 5.825, 1.370)
Br (0.268, 6.023, 3.262)
C (-0.067, 4.553, 0.849)
O (-0.380, 3.560, 1.548)
C (-0.018, 4.492, -0.631)
N (-0.246, 3.272, -1.190)
H (-0.014, 1.606, -4.020)
H (-1.534, 1.527, -3.113)
H (-0.035, 0.978, -2.371)
H (0.046, 4.050, -4.424)
H (0.477, 6.284, -3.468)
H (0.769, 7.886, 1.069)
C (3.487, -3.821, -4.646)
C (3.516, -2.529, -5.466)
C (2.388, -2.606, -6.502)
C (4.859, -2.456, -6.207)
C (3.354, -1.291, -4.577)
C (3.013, -0.066, -5.141)
C (2.873, 1.100, -4.368)
C (3.080, 1.002, -3.017)
O (2.973, 1.969, -2.078)
B (3.167, 1.294, -0.810)
O (3.589, -0.081, -1.102)
C (3.440, -0.217, -2.437)
C (3.584, -1.358, -3.189)
H (3.497, -4.683, -5.320)
H (2.591, -3.882, -4.025)
H (4.355, -3.907, -3.990)
H (2.471, -3.534, -7.076)
H (2.426, -1.777, -7.211)
H (1.411, -2.585, -6.016)
H (4.998, -3.335, -6.846)
H (5.688, -2.409, -5.497)
H (4.905, -1.562, -6.834)
H (2.839, 0.007, -6.208)
H (2.590, 2.045, -4.815)
H (3.837, -2.283, -2.689)
O (2.503, 1.981, 1.633)
C (2.568, 1.643, 0.479)

Output
HOMO-LUMO gap = 4.369 eV
strongest force on any atom = 1.02 eV Å⁻¹
spin multiplicity = 1
lowest unoccupied orbital energy = 3.6810 eV
energy above the lowest of the compared OMol25 structures with the same formula, charge and spin = 0.0 kcal/mol
total charge = -2
HOMO level = -0.69 eV